The following is a DFT calculation (the ωB97M-V functional and the def2-TZVPD basis) of C22H20FeN4O2S as an isolated structure.

Geometry as ORCA input:
```
! wB97M-V def2-TZVPD RIJCOSX def2/J DEFGRID3
* xyz 1 2
Fe -0.072 0.038 -0.045
C 0.264 1.127 4.052
C -0.399 0.078 4.679
C -0.956 -0.931 3.919
C -0.830 -0.889 2.533
N -0.174 0.127 1.943
C 0.345 1.117 2.676
C -1.336 -1.876 1.572
C -2.015 -3.032 1.949
C -2.473 -3.902 0.975
C -2.252 -3.611 -0.365
C -1.577 -2.456 -0.740
C -1.101 -1.569 0.218
H 0.701 1.939 4.614
H -0.491 0.059 5.757
H -1.489 -1.745 4.386
H 0.817 1.918 2.121
H -2.190 -3.258 2.994
H -3.005 -4.800 1.257
H -2.617 -4.290 -1.125
H -1.422 -2.256 -1.792
C 0.895 0.479 -5.178
N 1.867 0.317 -4.107
C 3.237 0.277 -4.261
C 3.775 0.118 -3.047
N 2.718 0.071 -2.122
C 1.537 0.176 -2.808
S -0.068 0.154 -2.305
C 2.948 -0.183 -0.745
C 4.239 0.008 -0.258
C 4.552 -0.464 0.999
C 3.584 -1.136 1.728
C 2.310 -1.184 1.210
N 1.964 -0.665 0.018
H 1.437 0.586 -6.112
H 0.289 1.365 -4.998
H 0.246 -0.394 -5.224
H 3.704 0.348 -5.227
H 4.798 -0.017 -2.761
H 4.984 0.515 -0.849
H 5.551 -0.329 1.392
H 3.793 -1.578 2.690
H 1.512 -1.662 1.757
C -3.459 2.468 0.020
O -2.824 1.166 -0.093
C -1.527 1.166 -0.072
O -0.779 2.133 0.036
H -4.519 2.262 0.113
H -3.255 3.053 -0.873
H -3.081 2.986 0.898
*
```

Summary:
E_HOMO (alpha / beta): -11.004 / -10.933 eV
Gap between HOMO and LUMO (alpha / beta): 8.0 / 7.9 eV
<S²>: 0.772
E: -2881.5579 hartree
LUMO level (alpha / beta): -2.976 / -3.025 eV
Energy above the lowest of the compared OMol25 structures with the same formula, charge and spin: 1.98 kcal/mol

---

The following is a DFT calculation (the ωB97M-V functional and the def2-TZVPD basis) of C22H20N4O in the gas phase.

Geometry as ORCA input:
```
! wB97M-V def2-TZVPD RIJCOSX def2/J DEFGRID3
* xyz 0 1
N -1.036 4.521 -0.760
N -2.651 4.408 -2.498
O -0.082 -4.366 1.243
C -2.846 1.070 -1.388
C -3.641 1.072 -2.562
C -1.820 5.008 -1.645
C -1.235 3.161 -0.527
C -2.721 3.114 -2.350
C 1.646 -2.824 -2.512
C 0.946 2.654 2.588
C 2.440 -1.715 -2.133
C 0.133 3.161 1.596
C 0.654 -3.334 -1.699
C 1.121 1.288 2.516
C -0.089 1.059 0.505
C 2.123 -0.998 -0.907
C -2.205 2.418 -1.264
C -0.457 2.461 0.543
C 0.506 -2.729 -0.432
C 0.670 0.363 1.547
C 1.149 -1.567 -0.054
N -3.437 2.261 -3.210
N 2.615 -2.873 1.900
C -0.484 -3.162 0.614
C 2.062 -1.554 2.391
C -0.493 -1.943 1.708
C 0.853 -1.077 1.419
H 0.867 -4.111 1.624
H -2.613 0.249 -0.690
H -4.241 0.268 -2.923
H -1.815 6.131 -1.748
H 1.721 -3.085 -3.609
H 1.368 3.198 3.516
H 3.260 -1.329 -2.659
H -0.083 4.192 1.731
H -0.005 -4.085 -2.135
H 1.595 0.998 3.382
H -0.431 0.514 -0.293
H 2.835 -0.192 -0.578
H -3.686 2.567 -4.240
H 3.101 -2.812 0.988
H 3.190 -3.271 2.623
H -1.473 -3.227 0.233
H 1.774 -1.484 3.476
H 2.790 -0.753 2.377
H -0.468 -2.256 2.698
H -1.407 -1.389 1.600
*
```

Summary:
E_HOMO: -8.196 eV
Gap between HOMO and LUMO: 8.3 eV
SMILES string: NC[C@]1(c2cccc(-c3ncnc4[nH]ccc34)c2)C[C@H](O)c2ccccc21
E: -1144.5292 hartree
LUMO level: 0.066 eV
Energy above the lowest of the compared OMol25 structures with the same formula, charge and spin: 62.00 kcal/mol